C4H14N2S | wB97M-V/def2-TZVPD

Structure (XYZ):
```
21
Properties=species:S:1:pos:R:3
N 0.52410 2.17416 -0.01160
C 0.39444 2.19411 1.44220
C 0.24898 0.84460 2.09839
S 1.55444 -0.25200 1.69488
H -0.17924 1.64923 -0.45765
H 1.37023 1.69948 -0.23805
H 1.22337 2.80234 1.78668
H -0.57539 2.68287 1.60422
H -0.66984 0.35083 1.76133
H 0.27074 0.92663 3.22742
H 0.64426 -0.85679 0.81528
C -0.80123 -1.07325 -2.34474
C 0.11690 -1.69629 -1.26942
N -0.46209 -1.51434 0.07374
H -0.33785 -1.19114 -3.34962
H -1.81362 -1.53384 -2.27781
H -0.86098 0.04662 -2.26521
H 0.29034 -2.76257 -1.45571
H 1.12245 -1.22772 -1.26948
H -1.25196 -0.86821 -0.00475
H -0.80802 -2.39472 0.43991
```

The value obtained for the HOMO-LUMO gap is 8.73 eV. Its LUMO energy is 0.7 eV. For the total energy, the calculation gives -18189.505 eV.

natural (NBO) population analysis, charges in e, atoms 1 to 4: -0.83 -0.23 -0.55 -0.20

C2H10N | wB97M-V/def2-TZVPD

Structure (XYZ):
```
13
Properties=species:S:1:pos:R:3
N 1.82923 1.08102 -0.04877
H 1.94466 0.82284 -1.05089
H 1.87086 2.10656 0.12415
H 0.91488 0.79359 0.35097
H 2.54018 0.53287 0.49570
C -0.66825 -1.19748 0.30187
C -1.56389 -0.10012 -0.25609
H 0.13044 -1.60685 -0.33441
H -1.24154 -2.10952 0.49201
H -0.11378 -0.95599 1.21563
H -1.97864 -0.36253 -1.22825
H -2.45936 -0.09773 0.37924
H -1.14707 0.90224 -0.19971
```

The value obtained for the HOMO-LUMO gap (alpha / beta) is 5.37 / 12.60 eV. Its expectation value of S² is 0.750. Its LUMO energy (alpha / beta) is 1.3 / 0.7 eV. For the total energy, the calculation gives -3723.125 eV. Its multiplicity is 2.

natural (NBO) population analysis, charges in e, atoms 1 to 4: -1.35 0.35 0.33 0.39

Table of energy above the lowest of the compared OMol25 structures with the same formula, charge and spin (kJ/mol), in record order: 90.2 6.9